Here is a molecular structure, C27H42ClGe2N2O2Pt from the Open Molecules 2025 dataset. Energies are from the ωB97M-V functional and the def2-TZVPD basis.

Element x y z (Å)
Pt  0.615  0.518  -0.834
C  -0.846  2.407  2.695
C  -1.252  2.927  1.316
Ge  -1.485  1.534  -0.042
C  -2.549  2.248  -1.554
C  -3.295  1.188  -2.376
C  -2.567  0.111  0.711
C  -2.210  -1.176  0.701
Ge  -0.471  -1.581  -0.118
C  0.954  -2.230  1.075
C  0.664  -3.450  1.952
C  -0.582  -2.518  -1.853
C  -1.141  -3.941  -1.894
C  -3.043  -2.282  1.245
C  -4.291  -2.052  1.830
C  -5.046  -3.098  2.330
C  -4.575  -4.404  2.259
C  -3.342  -4.652  1.679
C  -2.592  -3.597  1.180
H  -0.752  3.226  3.410
H  0.103  1.874  2.679
H  -1.593  1.714  3.087
H  -0.565  3.688  0.945
H  -2.237  3.401  1.382
H  -1.947  2.923  -2.171
H  -3.298  2.892  -1.086
H  -2.655  0.424  -2.828
H  -3.874  1.638  -3.183
H  -3.987  0.636  -1.740
H  -3.525  0.399  1.144
H  1.223  -1.379  1.701
H  1.818  -2.434  0.435
H  -0.196  -3.284  2.600
H  1.522  -3.663  2.590
H  0.469  -4.347  1.363
H  0.435  -2.509  -2.262
H  -1.187  -1.869  -2.495
H  -0.565  -4.621  -1.263
H  -1.108  -4.338  -2.910
H  -2.177  -3.975  -1.561
H  -4.686  -1.048  1.903
H  -6.009  -2.895  2.779
H  -5.167  -5.219  2.653
H  -2.961  -5.662  1.614
H  -1.632  -3.820  0.731
N  2.658  -0.421  -1.319
C  3.469  0.243  -2.363
C  2.833  -0.050  -3.725
C  2.006  1.074  -4.340
C  0.926  1.688  -3.465
N  0.017  0.691  -2.809
H  3.071  -0.335  -0.392
H  2.618  -1.413  -1.530
H  4.498  -0.118  -2.342
H  3.491  1.311  -2.134
H  2.199  -0.937  -3.611
H  3.601  -0.339  -4.442
H  1.553  0.700  -5.263
H  2.660  1.897  -4.639
H  0.308  2.341  -4.082
H  1.343  2.308  -2.667
H  -0.085  -0.155  -3.363
H  -0.910  1.104  -2.769
Cl  5.218  4.513  5.132
C  4.265  3.808  3.876
C  3.824  2.498  4.013
C  3.060  1.937  3.006
C  2.741  2.681  1.873
C  3.191  3.993  1.752
C  3.955  4.563  2.754
C  1.924  2.107  0.783
O  1.546  0.860  0.933
O  1.600  2.746  -0.230
H  4.080  1.936  4.900
H  2.702  0.921  3.102
H  2.931  4.559  0.868
H  4.311  5.580  2.675

Properties
Molecular weight   802.40 g/mol
Charge   +1
HOMO   -10.971 eV
Multiplicity   1
LUMO level   -2.81 eV
Frontier orbital gap   8.2 eV

Mulliken population analysis, charges in e, atoms 1 to 4: Pt 2.70; C -1.14; C -0.69; Ge 0.30